C19H13ClF3NO4 | the ωB97M-V functional and the def2-TZVPD basis

Values from the calculation:
**HOMO-LUMO gap**: 8.7 eV
**LUMO**: 0.0132 Eh
**Structure (SMILES)**: Cc1cc(=O)oc2cc(OCC(=O)Nc3c(Cl)cccc3C(F)(F)F)ccc12
**Charge**: 0

Last column: Mulliken charge in e.
Geometry (Å):
C (5.861, 0.384, -1.095)  -1.606
C (4.611, -0.337, -0.710)  1.412
C (4.455, -1.659, -0.950)  -0.517
C (3.258, -2.389, -0.590)  0.070
O (3.073, -3.565, -0.780)  -0.638
O (2.260, -1.670, 0.020)  -0.528
C (2.381, -0.350, 0.270)  -0.228
C (1.294, 0.263, 0.890)  -0.208
C (1.343, 1.617, 1.173)  0.640
C (2.493, 2.351, 0.844)  -1.240
C (3.560, 1.743, 0.238)  -0.643
C (3.535, 0.375, -0.068)  0.676
H (4.431, 2.327, -0.011)  0.441
H (2.506, 3.403, 1.077)  0.433
O (0.363, 2.326, 1.791)  -0.413
C (-0.869, 1.706, 2.040)  -0.788
C (-1.598, 1.338, 0.742)  0.550
O (-1.189, 1.606, -0.355)  -0.578
N (-2.770, 0.666, 0.987)  -0.122
C (-3.556, 0.111, -0.035)  -0.248
C (-3.835, -1.261, -0.052)  0.107
C (-4.587, -1.830, -1.068)  -0.914
C (-5.059, -1.031, -2.095)  -0.449
C (-4.805, 0.328, -2.093)  -0.595
C (-4.071, 0.903, -1.065)  0.832
Cl (-3.843, 2.603, -1.038)  -0.206
H (-5.185, 0.959, -2.880)  0.434
H (-5.633, -1.470, -2.895)  0.399
H (-4.788, -2.889, -1.055)  0.476
C (-3.304, -2.112, 1.068)  0.883
F (-3.546, -3.411, 0.911)  -0.276
F (-1.976, -1.978, 1.241)  -0.201
F (-3.849, -1.765, 2.261)  -0.288
H (-2.941, 0.340, 1.927)  0.319
H (-0.749, 0.812, 2.668)  0.445
H (-1.462, 2.448, 2.583)  0.410
H (0.440, -0.357, 1.107)  0.651
H (5.224, -2.245, -1.427)  0.402
H (6.564, -0.298, -1.565)  0.358
H (5.632, 1.189, -1.793)  0.374
H (6.331, 0.822, -0.216)  0.373



C3H7IN3 | the ωB97M-V functional and the def2-TZVPD basis

Values from the calculation:
**HOMO-LUMO gap**: 9.6 eV
**LUMO**: -0.1680 Eh
**Energy relative to the best compared isomer or geometry (same formula, charge and spin)**: 170.10 kJ/mol
**Structure (SMILES)**: C[N@H+]1N=CN[C@@H]1I
**Charge**: +1

Last column: Mulliken charge in e.
Geometry (Å):
C (-0.652, -0.815, -1.430)  0.095
C (-0.618, 0.944, 0.174)  -0.667
C (1.085, -0.685, 1.343)  -0.785
N (0.470, -0.937, -0.895)  -0.771
N (-1.402, 0.155, -0.818)  -0.238
N (0.639, 0.041, 0.118)  0.433
I (-0.087, 3.045, -0.473)  0.199
H (-1.059, -1.495, -2.196)  0.417
H (-1.274, 1.096, 0.993)  0.456
H (0.259, -1.392, 1.854)  0.280
H (1.879, -1.351, 0.960)  0.353
H (1.473, 0.000, 2.028)  0.416
H (-2.069, 0.717, -1.375)  0.333
H (1.356, 0.675, -0.282)  0.478



C24H18N6OS | the ωB97M-V functional and the def2-TZVPD basis

Values from the calculation:
**HOMO-LUMO gap**: 8.2 eV
**LUMO**: -0.0090 Eh
**Structure (SMILES)**: c1ccc(CCn2c3ccccc3c3nnc(SCc4ccc5nonc5c4)nc32)cc1
**Charge**: 0

Last column: Mulliken charge in e.
Geometry (Å):
C (1.783, 1.139, 4.282)  -0.479
C (0.931, 1.257, 3.198)  -0.769
C (0.447, 0.123, 2.572)  -0.118
C (0.813, -1.142, 3.015)  0.422
C (1.659, -1.249, 4.111)  -0.343
C (2.139, -0.117, 4.744)  -0.593
H (2.796, -0.214, 5.596)  0.395
H (1.944, -2.229, 4.470)  0.421
C (0.375, -2.367, 2.263)  -1.046
H (-0.578, -2.185, 1.763)  0.400
H (0.259, -3.216, 2.938)  0.488
C (1.423, -2.731, 1.195)  -1.054
N (1.659, -1.622, 0.308)  0.187
C (0.852, -1.292, -0.720)  0.871
N (-0.177, -1.971, -1.190)  -0.507
C (-0.749, -1.363, -2.237)  0.223
N (-0.392, -0.215, -2.794)  -0.118
N (0.622, 0.462, -2.323)  -0.935
C (1.265, -0.041, -1.292)  0.790
C (2.383, 0.398, -0.512)  0.023
C (3.190, 1.526, -0.554)  -0.530
C (4.198, 1.641, 0.384)  -0.673
C (4.404, 0.649, 1.338)  -0.664
C (3.611, -0.483, 1.394)  -0.740
C (2.589, -0.602, 0.469)  0.427
H (3.784, -1.236, 2.147)  0.387
H (5.202, 0.765, 2.057)  0.433
H (4.838, 2.510, 0.378)  0.394
H (3.020, 2.283, -1.302)  0.530
S (-2.109, -2.204, -2.930)  -0.163
C (-2.685, -0.959, -4.154)  -1.226
C (-3.380, 0.163, -3.457)  0.667
C (-2.820, 1.409, -3.410)  -0.697
C (-3.525, 2.405, -2.708)  0.796
N (-3.264, 3.680, -2.485)  -0.606
O (-4.279, 4.144, -1.760)  -0.017
N (-5.203, 3.223, -1.493)  -0.618
C (-4.784, 2.110, -2.064)  0.982
C (-5.330, 0.812, -2.125)  -0.842
C (-4.621, -0.123, -2.813)  -0.517
H (-4.991, -1.136, -2.879)  0.398
H (-6.266, 0.593, -1.638)  0.409
H (-1.872, 1.633, -3.869)  0.405
H (-3.362, -1.513, -4.803)  0.549
H (-1.812, -0.618, -4.704)  0.408
H (1.057, -3.567, 0.593)  0.448
H (2.369, -3.007, 1.666)  0.516
H (-0.222, 0.221, 1.728)  0.452
H (0.645, 2.233, 2.837)  0.425
H (2.164, 2.024, 4.770)  0.409



C4H4F12Li2N2O10S4 | the ωB97M-V functional and the def2-TZVPD basis

Values from the calculation:
**HOMO-LUMO gap**: 10.8 eV
**LUMO**: -0.0164 Eh
**Energy relative to the best compared isomer or geometry (same formula, charge and spin)**: 20.45 kJ/mol
**Charge**: 0

Last column: Mulliken charge in e.
Geometry (Å):
Li (-1.319, -0.007, -1.203)  0.787
Li (0.534, 0.321, 0.445)  1.164
C (0.816, -3.305, -1.566)  0.743
F (0.582, -4.501, -2.031)  -0.194
F (1.602, -3.392, -0.500)  -0.235
F (1.397, -2.536, -2.444)  -0.189
S (-0.870, -2.595, -1.058)  0.953
O (-1.321, -1.856, -2.227)  -0.756
O (-1.725, -3.682, -0.676)  -0.522
N (-0.639, -1.321, 0.177)  -0.464
S (-0.877, -2.072, 1.575)  0.936
O (-0.303, -3.393, 1.591)  -0.603
O (-0.527, -1.220, 2.699)  -0.730
C (-2.773, -2.193, 1.841)  0.674
F (-3.073, -3.312, 2.460)  -0.215
F (-3.147, -1.146, 2.593)  -0.219
F (-3.432, -2.071, 0.675)  -0.225
C (2.472, 2.157, -1.530)  0.739
F (2.507, 2.032, -0.213)  -0.194
F (2.775, 3.384, -1.859)  -0.207
F (3.305, 1.310, -2.079)  -0.224
S (0.709, 1.788, -2.203)  0.875
O (0.281, 2.791, -3.149)  -0.599
O (0.763, 0.467, -2.814)  -0.636
N (-0.237, 1.577, -0.777)  -0.244
S (-0.756, 3.088, -0.473)  0.820
O (0.327, 3.996, -0.163)  -0.652
O (-1.696, 3.624, -1.412)  -0.603
C (-1.651, 2.885, 1.187)  0.572
F (-2.775, 3.562, 1.134)  -0.197
F (-1.935, 1.580, 1.411)  -0.176
F (-0.859, 3.293, 2.160)  -0.207
O (0.997, 1.037, 2.320)  -0.522
H (1.529, 1.718, 2.749)  0.206
H (1.129, 0.233, 2.850)  0.270
O (2.343, -0.704, 0.208)  -0.345
H (3.037, -0.151, 0.591)  0.230
H (2.812, -1.384, -0.292)  0.188



C30H28CaN9O4S | the ωB97M-V functional and the def2-TZVPD basis

Values from the calculation:
**HOMO-LUMO gap (spin up / spin down)**: 3.6 / 3.9 eV
**LUMO (spin up / spin down)**: 0.0668 / 0.0668 Eh
**Charge**: -1

Last column: Mulliken charge in e.
Geometry (Å):
Ca (0.476, -0.340, -0.548)  2.044
C (2.998, -1.348, -2.720)  -2.408
C (2.128, -0.277, -2.112)  0.061
N (0.849, -0.160, -2.306)  -0.193
N (0.162, -1.142, -2.956)  -0.518
C (-0.973, -1.722, -2.382)  1.031
N (-1.542, -2.641, -3.229)  -0.678
S (-1.678, -1.494, -0.873)  -0.709
C (2.774, 0.646, -1.136)  1.844
C (3.850, 1.433, -1.522)  -0.847
C (4.427, 2.256, -0.560)  -0.753
C (3.915, 2.260, 0.736)  -1.041
C (2.839, 1.435, 1.028)  -0.206
N (2.258, 0.620, 0.126)  0.075
H (2.628, -2.334, -2.423)  0.670
H (4.037, -1.260, -2.393)  0.538
H (2.967, -1.263, -3.810)  0.432
H (0.674, -1.738, -3.594)  0.384
H (-1.486, -2.458, -4.222)  0.232
H (-2.432, -3.011, -2.913)  0.283
H (4.221, 1.421, -2.539)  0.503
H (5.267, 2.896, -0.817)  0.374
H (4.342, 2.897, 1.504)  0.494
H (2.403, 1.409, 2.023)  -0.577
C (3.094, -4.111, -0.327)  -1.030
C (2.371, -4.994, 0.602)  -0.136
C (1.215, -4.579, 1.147)  -1.942
C (0.706, -3.219, 0.782)  0.088
N (1.406, -2.466, -0.065)  0.542
C (2.600, -2.901, -0.625)  -0.869
C (-0.589, -2.697, 1.364)  1.401
C (-1.430, -3.483, 2.320)  -1.083
C (-2.572, -2.954, 2.797)  -0.792
C (-2.998, -1.598, 2.380)  -0.642
C (-2.250, -0.887, 1.523)  -1.068
C (-1.032, -1.418, 0.996)  1.430
H (4.032, -4.439, -0.774)  0.424
H (2.765, -5.974, 0.848)  0.407
H (0.700, -5.237, 1.824)  0.283
H (3.117, -2.243, -1.302)  0.501
H (-1.152, -4.474, 2.647)  0.280
H (-3.182, -3.524, 3.491)  0.359
H (-3.921, -1.179, 2.770)  0.407
H (-2.551, 0.102, 1.212)  0.323
N (2.859, 0.851, 4.742)  -0.632
C (1.963, 1.137, 3.714)  0.367
C (1.857, 0.337, 2.578)  -0.382
N (1.001, 0.598, 1.558)  0.017
C (0.262, 1.716, 1.713)  -0.014
C (0.371, 2.524, 2.833)  -0.664
N (1.221, 2.251, 3.852)  -0.698
H (2.728, -0.087, 5.103)  0.277
H (2.714, 1.555, 5.463)  0.308
H (2.474, -0.547, 2.456)  0.391
H (-0.425, 1.951, 0.908)  0.191
H (-0.226, 3.421, 2.942)  0.443
O (-0.407, 2.573, -1.564)  -0.767
C (-1.470, 2.048, -1.272)  0.032
O (-1.469, 0.786, -0.798)  0.033
C (-2.746, 2.787, -1.437)  0.074
C (-2.752, 4.102, -1.931)  -0.360
C (-3.954, 4.794, -2.084)  -0.670
C (-5.164, 4.185, -1.748)  -0.351
C (-5.189, 2.869, -1.251)  -0.445
C (-3.969, 2.178, -1.099)  -0.102
N (-6.428, 2.244, -0.906)  1.064
O (-6.447, 1.127, -0.484)  -0.620
O (-7.459, 2.833, -1.035)  -0.668
H (-1.827, 4.598, -2.200)  0.488
H (-3.948, 5.807, -2.466)  0.385
H (-6.082, 4.746, -1.877)  0.450
H (-3.973, 1.165, -0.718)  0.661
H (1.050, 1.642, -0.968)  0.274



Number 1: energy -1847.39617 Eh. Number 2: energy -580.14428 Eh. Number 3: energy -1727.26773 Eh. Number 4: energy -3823.02567 Eh. Number 5: energy -3028.91376 Eh.